A 3-piece molecular cluster, C5H10N5 overall in a non-equilibrium geometry, computed with the ωB97M-V functional and the def2-TZVPD basis.

Geometry as XYZ:
```
20
Properties=species:S:1:pos:R:3:forces:R:3:mulliken_charge:R:1
C 0.8438 -1.2124 -0.6863 1.44 -0.16 3.20 0.400
C 0.2764 -0.9246 1.6208 -0.89 1.79 2.18 0.328
C -1.9349 1.7014 -1.6255 -0.34 -0.89 1.34 -0.712
C -1.7241 1.2371 -0.3988 -0.86 1.69 -0.52 0.158
C 1.0952 -1.5061 0.6362 -1.37 0.72 -1.55 -0.362
N -0.0208 -0.1995 -0.9589 -0.82 0.50 -1.66 -0.716
N 0.1421 -1.2793 2.8011 1.75 -2.35 -0.22 -0.644
N -0.3540 0.2952 1.2166 -0.38 0.83 0.38 -0.500
N 1.4337 -1.8630 -1.6814 1.88 -2.35 0.67 -0.435
N -0.5808 0.4857 -0.0684 0.36 -1.60 0.05 1.183
H -2.8616 2.1565 -1.9194 -0.05 0.35 0.08 0.293
H -1.2069 1.4279 -2.3302 0.72 0.04 -1.20 0.287
H -2.3320 1.3883 0.4725 -0.37 0.16 0.00 0.319
H 1.6791 -2.2866 0.9813 1.20 -1.49 0.31 0.397
H 1.4242 2.6339 0.1731 0.24 -2.75 0.58 0.259
H -0.2414 -0.8199 3.5737 -1.07 1.03 0.71 0.220
H -0.8482 0.9105 1.9227 0.75 -1.04 -1.35 0.248
H 2.2652 -2.5242 -1.5529 -2.02 1.48 0.25 0.268
H 1.4518 -1.4280 -2.5326 -0.13 1.16 -2.63 0.246
H 1.4931 1.8073 0.3565 -0.06 2.87 -0.60 -0.236
```
Forces are in eV/Å.

LUMO (alpha / beta): -5.9 / -5.9 eV
charge: +1
energy relative to the best compared isomer or geometry (same formula, charge and spin): 106.4 kcal per mole


A 2-piece molecular cluster, C4H6N2O overall, computed with the ωB97M-V functional and the def2-TZVPD basis.

Geometry as XYZ:
```
13
Properties=species:S:1:pos:R:3:forces:R:3:mulliken_charge:R:1
C -2.5226 0.1013 -0.4545 -0.15 0.13 -0.16 -0.604
O -1.7956 -0.7089 0.4929 0.34 -0.03 0.07 -0.289
C -0.5102 -0.5922 0.4900 -0.24 -0.01 -0.01 0.893
C 0.3275 -1.4536 1.4800 0.41 0.29 -0.31 -0.453
N 1.4934 -1.0113 1.0584 -0.18 -0.23 0.33 0.017
C 1.4606 0.1849 0.1736 -0.33 -0.11 -0.03 -0.243
N 0.1693 0.2506 -0.2554 0.16 -0.06 0.14 -0.419
H -2.2406 1.1478 -0.3309 -0.05 -0.14 -0.01 0.326
H -3.5741 -0.0638 -0.2267 0.15 0.03 -0.04 0.228
H -2.2821 -0.2238 -1.4683 -0.03 0.05 0.13 0.305
H 3.8027 2.0091 -1.4387 -0.02 -0.02 0.02 0.242
H 2.3639 -1.2756 1.5023 -0.13 0.03 -0.07 0.195
H 3.3077 1.6355 -1.0227 0.07 0.07 -0.06 -0.197
```
Forces are in eV/Å.

LUMO (alpha / beta): -1.7 / -1.7 eV
charge: 0
energy relative to the best compared isomer or geometry (same formula, charge and spin): 155.7 kcal per mole


C35H33IIrNO2P2S4Sb as an isolated structure, computed with the ωB97M-V functional and the def2-TZVPD basis.

Geometry as XYZ:
```
80
Properties=species:S:1:pos:R:3:forces:R:3:lowdin_spin:R:1
Ir -0.1493 0.1878 -0.2729 -0.28 0.22 -0.11 0.181
S 4.0852 -2.1836 -0.1141 0.06 0.04 0.13 0.034
Sb 3.2849 -0.2410 0.6485 -0.17 -0.10 -0.15 0.058
S 1.8216 0.6290 -1.3285 0.24 -0.03 -0.02 0.616
S 0.9807 -0.7559 1.5069 0.04 -0.10 0.04 -0.001
C -4.8339 2.9529 4.8547 0.05 -0.04 -0.01 0.000
S -5.6615 3.2055 3.2605 -0.05 0.06 0.03 0.000
C -4.4917 4.2817 2.3829 0.06 -0.03 -0.01 0.000
C -3.4206 3.5622 1.5685 0.02 0.06 -0.02 0.000
C -2.5554 2.6433 2.4254 -0.01 0.00 0.02 0.000
N -1.6798 1.7444 1.6718 0.08 -0.11 -0.14 -0.001
P -2.0960 0.2527 0.9404 0.08 0.14 0.15 0.004
C -3.6567 0.4654 0.0702 -0.06 -0.06 0.09 0.000
C -4.8670 0.3709 0.7536 -0.02 0.01 -0.02 0.000
C -6.0548 0.6558 0.0981 0.00 0.00 0.01 0.000
C -6.0360 1.0186 -1.2413 0.00 0.00 -0.01 0.000
C -4.8329 1.0903 -1.9323 -0.02 0.00 0.01 0.000
C -3.6435 0.8137 -1.2784 0.02 -0.01 -0.01 0.000
C -2.3961 -0.9758 2.2142 0.00 0.06 0.04 0.000
C -2.2967 -0.7053 3.5740 0.00 -0.02 0.00 0.000
C -2.4627 -1.7303 4.4944 0.00 0.01 -0.01 0.000
C -2.7122 -3.0216 4.0537 0.00 0.00 0.00 0.000
C -2.7877 -3.2958 2.6940 0.00 -0.01 0.00 0.000
C -2.6276 -2.2773 1.7697 -0.01 0.00 -0.01 0.000
P -0.1899 2.0822 0.9139 -0.15 0.04 0.02 0.017
C -0.3865 3.5966 -0.0627 0.01 -0.01 0.03 0.001
C -0.7483 3.5022 -1.4041 0.03 -0.03 0.01 0.000
C -1.0098 4.6458 -2.1422 -0.01 0.02 -0.01 0.000
C -0.9063 5.8943 -1.5454 0.00 -0.01 -0.01 0.000
C -0.5326 5.9988 -0.2124 0.00 -0.01 0.01 0.000
C -0.2723 4.8553 0.5266 -0.01 0.03 0.02 0.000
C 0.9886 2.5344 2.1986 -0.03 -0.04 0.00 0.000
C 0.7910 2.1393 3.5183 0.00 -0.02 0.00 0.000
C 1.7443 2.4337 4.4792 0.01 0.00 0.00 -0.001
C 2.9065 3.1044 4.1217 -0.01 0.00 0.00 0.000
C 3.1161 3.4824 2.8035 0.01 0.00 0.00 0.000
C 2.1585 3.2002 1.8416 0.02 0.02 -0.02 0.002
H -5.5549 3.0892 5.6576 -0.03 -0.01 -0.02 0.000
H -4.0379 3.6852 4.9801 -0.02 0.03 0.01 0.000
H -4.4070 1.9529 4.9255 0.00 0.00 0.03 0.000
H -4.0475 4.9665 3.1087 -0.01 -0.01 0.03 0.000
H -5.1042 4.8891 1.7164 0.00 -0.01 0.00 0.000
H -2.7971 4.3160 1.0820 -0.01 -0.02 -0.03 0.000
H -3.8942 2.9820 0.7751 -0.03 -0.02 0.04 0.000
H -3.2095 2.0208 3.0393 0.03 -0.02 -0.03 0.000
H -1.9362 3.2293 3.1133 -0.01 0.00 0.01 0.000
H -4.8821 0.0869 1.7989 0.00 0.00 0.00 0.000
H -6.9926 0.5959 0.6342 0.00 0.00 0.00 0.000
H -6.9644 1.2355 -1.7537 0.00 0.00 0.00 0.000
H -4.8241 1.3505 -2.9825 0.00 0.00 0.00 0.000
H -2.7050 0.8405 -1.8182 0.00 0.00 0.00 0.000
H -2.0724 0.2967 3.9168 0.00 0.01 0.00 0.000
H -2.3848 -1.5222 5.5536 0.00 0.00 0.00 0.000
H -2.8323 -3.8220 4.7721 0.00 0.00 0.00 0.000
H -2.9540 -4.3080 2.3509 0.00 0.00 0.00 0.000
H -2.6479 -2.4962 0.7066 0.00 0.00 0.00 0.000
H -0.8058 2.5315 -1.8815 -0.01 -0.01 0.01 0.000
H -1.2841 4.5616 -3.1854 0.00 0.00 0.00 0.000
H -1.1063 6.7876 -2.1226 0.00 0.00 0.00 0.000
H -0.4398 6.9718 0.2520 0.00 0.00 0.00 0.000
H 0.0194 4.9456 1.5659 0.00 -0.01 0.00 0.000
H -0.0929 1.5743 3.7837 -0.01 0.01 -0.01 0.000
H 1.5892 2.1228 5.5039 0.00 0.00 0.00 0.000
H 3.6553 3.3243 4.8715 0.00 0.00 0.00 0.000
H 4.0283 3.9899 2.5197 0.00 0.00 0.00 0.000
H 2.3284 3.4944 0.8119 -0.01 -0.01 0.00 0.002
I 4.4096 -0.5586 -5.7820 0.00 0.00 0.00 0.000
C 2.7952 -1.1339 -4.5877 -0.03 0.00 0.00 0.001
C 1.5809 -0.4747 -4.7257 0.02 0.00 -0.03 0.004
C 0.5249 -0.8305 -3.9034 0.00 -0.01 -0.01 0.014
C 0.6684 -1.8605 -2.9793 -0.02 -0.05 -0.04 0.021
C 1.8791 -2.5297 -2.8726 -0.01 0.01 -0.01 0.011
C 2.9561 -2.1528 -3.6631 0.02 -0.02 0.00 0.002
C -0.4646 -2.2342 -2.0690 0.06 0.10 0.14 0.003
O -0.8063 -3.3772 -1.8933 0.00 -0.03 -0.04 0.010
O -1.0669 -1.2086 -1.4685 0.13 -0.02 -0.09 0.021
H 1.4678 0.3162 -5.4545 0.00 0.00 0.00 0.000
H -0.4207 -0.3066 -3.9776 0.01 0.01 0.00 0.000
H 1.9923 -3.3164 -2.1393 0.00 0.00 -0.01 0.000
H 3.9115 -2.6443 -3.5431 -0.01 0.01 0.01 0.000
```
Forces are in eV/Å.

2S+1: 2
LUMO (alpha / beta): -1.0 / -2.0 eV
charge: 0
energy relative to the best compared isomer or geometry (same formula, charge and spin): 16.1 kcal per mole